Record 1
Molecular formula: C32H56BF3O9P2
Method: DFT, ωB97M-V/def2-TZVPD

Structure (XYZ):
```
103
C32H56BF3O9P2 (ωB97M-V/def2-TZVPD)
C 4.8083 3.9842 3.2053
C 5.1791 3.1431 1.9637
O 4.0336 2.8744 1.1854
C 4.3119 2.2518 -0.0523
C 3.7445 0.7952 -0.1032
O 2.4888 0.6338 0.5371
C 1.3178 0.7504 -0.2288
C 1.1054 2.0701 -1.0180
C 0.3438 3.1707 -0.3012
C 0.8934 4.0284 0.6281
C 0.1315 4.9838 1.2536
C -1.2108 5.1083 0.9622
C -1.7843 4.2930 0.0078
C -3.2360 4.3745 -0.4145
C -0.9945 3.3405 -0.6053
C 0.1626 0.5711 0.7887
O 0.4039 1.1963 1.9949
O 0.0806 -0.8629 0.9493
C -0.7015 -1.2721 2.0753
C -2.1505 -0.7598 2.0695
C -2.4238 0.4098 3.0485
C -2.1124 0.1324 4.4886
F -2.7629 -0.9113 5.0655
C -1.2593 0.9451 5.1938
F 0.0415 0.9563 4.9789
F -1.7073 1.7947 6.1120
P -0.7990 -3.1497 2.0016
C 0.8685 -3.7538 1.4824
C 1.6806 -4.3220 2.6684
C -2.1043 -3.6778 0.8048
C -2.1380 -2.9301 -0.5603
B 3.9448 0.1609 -1.5438
O 3.2154 -0.8842 -2.0530
O 4.9821 0.6744 -2.3363
C 4.5151 1.5784 -3.3408
C 4.0036 0.8719 -4.6246
P 4.9723 -0.1914 1.0034
C 4.8961 -1.9078 0.3368
O 4.2605 -0.2101 2.4889
H 5.5628 4.7613 3.3532
H 3.7987 4.3916 3.1442
H 4.8825 3.3486 4.0932
H 5.6482 2.2267 2.3441
H 5.9541 3.6861 1.4038
H 4.0334 2.8539 -0.9228
H 5.4006 2.1218 -0.1160
H 1.1385 -0.0742 -0.9325
H 0.5077 1.8084 -1.8997
H 2.0262 2.5088 -1.4161
H 1.9488 3.9607 0.8855
H 0.5511 5.6485 2.0025
H -1.8317 5.8426 1.4690
H -3.8474 4.9175 0.3115
H -3.3165 4.8778 -1.3852
H -3.6306 3.3641 -0.5578
H -1.4442 2.6792 -1.3465
H -0.7967 0.8639 0.3554
H 1.0966 0.7369 2.4825
H -0.2149 -1.0827 3.0399
H -2.4023 -0.4120 1.0595
H -2.8779 -1.5439 2.3002
H -3.5126 0.5838 3.0374
H -1.9631 1.3511 2.7458
H 0.7643 -4.4963 0.6825
H 1.4905 -2.9596 1.0461
H 1.3442 -5.3379 2.8856
H 2.7386 -4.3905 2.3830
H 1.6329 -3.6609 3.5365
H -1.9631 -4.7433 0.6061
H -3.0636 -3.6078 1.3208
H -1.4163 -2.1158 -0.6413
H -1.9049 -3.6481 -1.3553
H -3.1454 -2.5580 -0.7726
H 3.7883 -1.5039 -2.5201
H 3.7003 2.2295 -2.9967
H 5.3628 2.2232 -3.5876
H 4.4242 -0.1256 -4.7454
H 2.9152 0.8106 -4.5399
H 4.2508 1.5295 -5.4620
H 5.2572 -2.6373 1.0707
H 3.8773 -2.2320 0.0753
H 5.5257 -2.0354 -0.5499
H 3.4364 -0.7223 2.4594
C -7.0262 1.8209 -2.6340
C -5.6049 2.3040 -2.7837
C -5.1093 2.5604 -4.1855
O -4.8924 2.4789 -1.8216
H -7.2494 1.6778 -1.5788
H -7.7170 2.5596 -3.0437
H -7.1535 0.8700 -3.1537
H -5.7178 3.3310 -4.6614
H -5.1548 1.6412 -4.7715
H -4.0767 2.9020 -4.1465
C -2.5199 -7.6912 -1.9956
C -3.6893 -6.7871 -1.6893
C -4.8925 -6.8895 -2.5949
O -3.6632 -6.0150 -0.7596
H -1.7278 -7.5147 -1.2705
H -2.8288 -8.7357 -1.9329
H -2.1364 -7.4802 -2.9952
H -5.3030 -7.8998 -2.5578
H -4.6102 -6.6443 -3.6200
H -5.6546 -6.1878 -2.2623
```

## Properties
SMILES   CCOC[C@@](O[C@H](Cc1cccc(C)c1)[C@H](O)O[C@@H](CCC(F)=C(F)F)P(CC)CC)(B(O)OCC)P(C)O.CC(C)=O.CC(C)=O

=====

Record 2
Molecular formula: C32H56N7O4
Method: DFT, ωB97M-V/def2-TZVPD

Structure (XYZ):
```
99
C32H56N7O4 (ωB97M-V/def2-TZVPD)
C 0.0429 3.9837 1.9963
C 0.8167 3.2837 0.7096
C 0.9984 1.6492 0.8653
C 1.6115 1.1338 -0.6028
C 3.2567 1.3438 -0.7681
C 3.9824 0.8333 -2.1796
C 5.6043 1.0293 -2.3193
C 6.3059 0.1732 -3.5298
C 6.4145 -1.4422 -3.2607
C 7.4844 -2.3095 -4.1865
C 7.6206 -3.9472 -4.0087
C 6.6963 -4.7494 -2.8866
C 5.6456 -3.9340 -1.9281
C 5.5474 -2.2828 -2.1492
C 2.9796 0.1765 -3.3025
C 1.3360 0.0233 -3.0329
C 0.4837 -0.6943 -4.2363
C -0.4740 0.3134 -5.1067
N -0.1878 1.6060 -5.4726
N 0.7300 0.5102 -1.6995
C -0.7685 0.3352 -1.5473
C -1.2250 -1.2564 -1.3234
N -2.0475 -1.4588 -0.0684
H -0.5053 4.9759 1.6335
H 0.8622 4.3447 2.7807
H -0.7037 3.2339 2.5201
H 0.3278 3.5864 -0.3268
H 1.9021 3.7809 0.6941
H 1.8529 1.4766 1.6706
H 0.0222 1.0825 1.1764
H 3.9321 1.8445 0.0764
H 6.1553 0.7917 -1.2891
H 5.7901 2.1877 -2.5314
H 5.6737 0.3479 -4.5198
H 7.4021 0.5974 -3.6981
H 8.1648 -1.7590 -4.9973
H 8.3777 -4.5004 -4.7259
H 6.8246 -5.9218 -2.7803
H 4.9486 -4.4425 -1.1035
H 4.7824 -1.7322 -1.4290
H 3.4519 -0.2212 -4.2970
H -0.1789 -1.6125 -3.8850
H 1.2627 -1.1604 -5.0117
H -1.5084 -0.1447 -5.4866
H 0.7534 1.8310 -5.0818
H -1.3893 0.6973 -2.4997
H -1.2365 0.9160 -0.6340
H -1.9315 -1.5595 -2.2359
H -0.2904 -1.9941 -1.4056
H -2.5976 -0.5927 0.1584
H -1.4601 -1.7768 0.7349
C -3.2840 -3.7603 -2.1694
O -3.3469 -3.1053 -3.2025
N -3.3746 -5.1333 -2.0868
C -3.2906 -5.8365 -0.8235
C -3.5595 -5.8988 -3.3020
H -3.1445 -3.2764 -1.1891
H -2.4432 -6.5271 -0.8585
H -4.2160 -6.3989 -0.6694
H -3.1516 -5.1396 0.0076
H -2.7205 -5.7037 -3.9767
H -4.4850 -5.5762 -3.7885
H -3.6133 -6.9681 -3.0805
C -2.2404 5.5881 4.4286
O -1.4311 5.7479 3.5233
N -1.9667 5.7027 5.7748
C -2.9815 5.4979 6.7876
C -0.6212 6.0388 6.1914
H -3.2917 5.3299 4.2216
H -3.0845 6.4142 7.3759
H -2.6702 4.6766 7.4396
H -3.9462 5.2513 6.3356
H -0.3446 7.0039 5.7562
H 0.0678 5.2745 5.8196
H -0.5568 6.0941 7.2813
C 0.3745 -6.4317 -4.7215
O -0.2728 -5.8216 -3.8794
N 0.7667 -5.9317 -5.9448
C 1.5330 -6.7184 -6.8889
C 0.4015 -4.5759 -6.2986
H 0.7036 -7.4700 -4.5531
H 2.4806 -6.2092 -7.0871
H 0.9638 -6.8087 -7.8186
H 1.7382 -7.7177 -6.4952
H 0.8207 -3.8893 -5.5569
H -0.6889 -4.4860 -6.2850
H 0.7798 -4.3208 -7.2922
C -6.1051 5.4105 8.8137
O -5.2957 5.5703 7.9084
N -5.8314 5.5251 10.1599
C -6.8461 5.3203 11.1727
C -4.4858 5.8612 10.5765
H -7.1563 5.1523 8.6067
H -6.9492 6.2366 11.7610
H -6.5348 4.4990 11.8247
H -7.8108 5.0737 10.7207
H -4.2092 6.8263 10.1413
H -3.7968 5.0969 10.2047
H -4.4214 5.9165 11.6664
```

## Properties
Net charge   +1

=====

Record 3
Molecular formula: C32H56N8
Method: DFT, ωB97M-V/def2-TZVPD

Structure (XYZ):
```
96
C32H56N8 (ωB97M-V/def2-TZVPD)
C 34.1938 -13.4488 22.5595
C 33.5318 -12.2172 23.3319
C 31.9217 -12.1840 23.2315
C 31.3117 -11.0570 23.9982
N 30.8104 -10.1568 24.5075
H 35.2654 -13.2569 22.5038
H 33.7840 -13.5298 21.5528
H 33.9772 -14.3923 23.0605
H 33.8749 -11.3299 22.7999
H 33.7730 -12.2258 24.3948
H 31.4555 -13.1516 23.4175
H 31.6377 -12.0463 22.1882
C 22.8816 -8.8278 24.5816
C 23.0793 -9.8914 25.6800
C 22.1914 -11.1064 25.5512
C 22.1681 -11.8377 24.2813
N 22.1597 -12.4741 23.3425
H 21.9282 -8.3082 24.6769
H 23.0507 -9.2420 23.5877
H 23.6423 -8.0513 24.6614
H 23.0680 -9.3085 26.6010
H 24.0794 -10.3239 25.7100
H 21.1879 -10.8301 25.8748
H 22.4620 -11.9483 26.1884
C 39.2863 -10.6495 18.4885
C 40.0017 -11.5343 17.4081
C 41.3953 -11.0049 17.1290
C 42.4299 -10.9622 18.3076
N 43.1475 -10.8952 19.2310
H 38.2845 -11.0388 18.6701
H 39.0845 -9.6403 18.1296
H 39.8221 -10.5529 19.4328
H 39.4366 -11.5488 16.4761
H 39.9565 -12.5725 17.7368
H 41.4644 -10.0283 16.6498
H 41.8115 -11.6615 16.3649
C 29.0002 -3.1052 29.7613
C 30.2726 -2.1779 29.8698
C 30.2202 -1.2055 31.0677
C 29.0416 -0.2483 31.1760
N 28.1963 0.5465 31.3198
H 28.0837 -2.6087 29.4425
H 28.7602 -3.6168 30.6933
H 29.1966 -3.7559 28.9092
H 30.3243 -1.7155 28.8840
H 31.1922 -2.7630 29.8737
H 31.0828 -0.5412 31.1196
H 30.2642 -1.8042 31.9775
C 41.9911 -16.4557 23.4298
C 43.3707 -16.6308 22.8383
C 44.4887 -15.7003 23.3937
C 45.8128 -16.0306 22.9291
N 46.8911 -16.3084 22.5534
H 41.4908 -15.6791 22.8512
H 42.0888 -16.1711 24.4774
H 41.5051 -17.4303 23.4755
H 43.2674 -16.5210 21.7588
H 43.7202 -17.6489 23.0096
H 44.4406 -15.6534 24.4816
H 44.2516 -14.6830 23.0823
C 32.0427 -12.4779 33.3623
C 32.0889 -11.1176 32.6721
C 31.8896 -11.3749 31.2086
C 30.7360 -12.2121 30.8394
N 29.8226 -12.8524 30.5236
H 32.9015 -13.0390 32.9938
H 31.1116 -13.0337 33.2522
H 32.1541 -12.5543 34.4439
H 33.0239 -10.5677 32.7798
H 31.2812 -10.4766 33.0255
H 32.7897 -11.9674 31.0449
H 31.8245 -10.4607 30.6186
C 34.4104 -16.8288 27.8536
C 34.5584 -18.3427 27.6441
C 35.4572 -19.0522 28.6022
C 36.7521 -18.3180 28.7431
N 37.7314 -17.6766 28.8469
H 35.3212 -16.3250 27.5299
H 34.1389 -16.5440 28.8701
H 33.7046 -16.4709 27.1041
H 34.6655 -18.5840 26.5866
H 33.5378 -18.6436 27.8807
H 35.7253 -20.0280 28.1971
H 35.0972 -19.3429 29.5891
C 33.1525 -19.1538 17.8996
C 32.0671 -18.7934 16.9528
C 32.5422 -17.8799 15.7395
C 33.1289 -16.6456 16.2456
N 33.4993 -15.6251 16.6153
H 33.7040 -19.9845 17.4593
H 32.7556 -19.5486 18.8348
H 33.7164 -18.2694 18.1962
H 31.1946 -18.4285 17.4947
H 31.5967 -19.7142 16.6078
H 31.8224 -17.6119 14.9660
H 33.2963 -18.4528 15.1998
```

## Properties
SMILES   CCCC#N.CCCC#N.CCCC#N.CCCC#N.CCCC#N.CCCC#N.CCCC#N.CCCC#N

=====

| no. | gap between HOMO and LUMO (hartree) |
| --- | --- |
| 1 | 0.281 |
| 2 | 0.233 |
| 3 | 0.423 |